(1)
DFT (wB97M-V/def2-TZVPD) results for the molecule C2H3N3OS2.

```
11
Properties=species:S:1:pos:R:3:forces:R:3
S -0.174570 2.269377 -1.159951 1.2792 0.2605 -0.8946
S -1.890982 0.261826 0.746398 0.1253 -0.5422 -0.9187
O -0.005266 -2.202056 1.083540 -1.5387 -0.1788 -0.4598
N -0.373000 -0.114234 0.057537 0.5939 0.4210 0.4288
N 1.604817 0.134764 -0.878258 0.5702 0.4334 -0.5049
N 1.566300 -1.128713 -0.290718 0.6667 -0.0879 0.0782
C 0.493256 0.724715 -0.661157 -1.3613 -0.1515 0.1167
C 0.444692 -1.226340 0.293437 -1.4919 0.2517 0.4329
H -1.522588 0.894686 1.852383 0.4352 0.1515 0.4283
H 0.864446 2.552793 -2.044078 -0.8618 -0.3033 0.8300
H -1.007105 -2.166818 1.000868 1.5832 -0.2544 0.4632
```
Positions in Å, forces in eV/Å.

The value obtained for the total energy is -30309.44536 eV. For the energy above the lowest of the compared OMol25 structures with the same formula, charge and spin, the calculation gives 16.27 kcal per mole. The charge is 0. Its LUMO energy is 0.14 eV. As for the SMILES: Oc1nnc(S)n1S. The value obtained for the HOMO energy is -9.05 eV.

(2)
DFT (wB97M-V/def2-TZVPD) results for C5H9FN as an isolated structure.

```
16
Properties=species:S:1:pos:R:3:forces:R:3
F 0.354823 -1.628080 -0.105681 0.3176 -2.5745 0.0156
N 1.731932 0.519499 0.550151 2.0353 0.6808 1.1226
C 1.247950 0.584543 -0.869684 -3.8659 -0.7284 2.1456
C -0.156781 -0.444692 0.028834 0.7556 4.1733 -0.8273
C -2.441097 -0.775732 -1.018264 1.2504 -1.4475 -1.0251
C 0.453862 0.346087 1.233663 -1.5759 -0.5451 1.7078
C -1.634736 -0.232967 -0.136673 -0.3197 1.4694 2.0588
H 1.867192 -0.003585 -1.433019 1.2266 -1.3828 -1.7715
H 0.904733 1.520874 -1.349477 0.5690 -0.2499 1.0955
H -0.114722 1.301827 1.309085 0.6736 -0.6964 0.1626
H 2.152461 -0.386117 0.813239 0.3279 0.1104 -1.2816
H -2.027916 0.428601 0.675560 0.3027 -0.2818 -0.9496
H -1.876419 -1.496921 -1.592801 -0.3930 -0.2248 -0.8184
H 2.469438 1.176684 0.891525 -1.0478 0.0934 -0.2185
H 0.560640 -0.209990 2.272119 -0.3311 1.2086 -2.0912
H -3.491361 -0.700031 -1.268578 0.0747 0.3952 0.6748
```
Positions in Å, forces in eV/Å.

The value obtained for the total energy is -9528.18489 eV. For the energy above the lowest of the compared OMol25 structures with the same formula, charge and spin, the calculation gives 56.42 kcal per mole. The charge is +1. Its LUMO energy is -3.75 eV. The value obtained for the HOMO energy is -13.99 eV.

(3)
DFT (wB97M-V/def2-TZVPD) results for C27H52O27 as an isolated structure.

```
106
Properties=species:S:1:pos:R:3:forces:R:3
O -0.604389 -1.091871 1.465570 0.2713 -4.9642 3.9031
O 4.265646 2.506734 1.471913 0.1929 -2.8448 0.5603
O -3.737232 1.340407 -0.705301 3.1154 4.8742 1.0019
O 2.967300 0.609064 1.351316 5.8999 4.7932 -1.8439
O -0.089189 0.921453 2.931995 1.1781 -3.0697 4.2859
O 1.950185 -0.476752 -2.897301 8.8674 12.5945 -2.6091
O -1.804785 2.423234 -1.651697 -4.0626 0.7509 2.4954
O 1.478615 2.381697 -2.061751 -0.6352 -0.2811 1.3024
O 1.603123 -0.890628 1.655603 -3.4882 -4.3282 0.6902
O -0.411930 -1.264743 -5.208186 -0.9635 -3.2202 -1.8405
O 0.028992 -2.312317 -0.631679 -2.3118 -3.2297 3.4004
O -4.483083 -0.292269 2.248086 0.7310 0.7008 0.2310
O 3.476296 1.187071 -3.154319 0.2901 0.5783 -0.1137
O -2.668900 2.949867 0.417584 -4.9336 3.1409 -5.1320
O -0.061093 0.713890 -2.178680 0.9805 0.8444 0.4568
O -0.248162 0.209768 5.064801 3.4706 -0.6639 -0.7069
O 0.454363 -2.354543 3.069276 -0.4198 2.5974 -3.4055
O 4.899455 0.473842 2.427544 0.3889 1.4060 -0.3757
O 1.594065 1.253949 -4.356048 4.0178 1.2465 1.8132
O 1.835402 0.249516 3.975920 -5.1528 1.0507 1.7416
O -0.740323 -1.680589 -3.055592 -2.8806 -0.5129 -2.0258
O 0.490192 1.424364 -0.207272 -9.5160 7.8364 -13.9780
O -3.188071 1.421933 2.582320 -0.7109 -0.9091 -0.0558
O 0.731852 -4.337288 0.253646 -1.2042 1.7007 -0.0335
O -2.522563 -0.116572 1.054099 -5.8240 5.1396 0.0054
O 2.123349 -2.812136 -0.407643 1.4802 0.4573 0.8633
O -2.437878 -1.121123 -4.382505 -0.2955 0.2399 4.0338
C -2.031835 2.240982 2.324289 1.4787 -0.4842 1.0751
C 2.866390 -1.208693 2.262187 0.8731 -2.1626 2.8599
C 6.027628 1.133205 3.012605 1.0422 1.0384 0.0318
C 0.360434 0.833544 -4.800087 -0.0832 -1.2631 -1.2490
C 2.318922 0.578806 -3.398025 -0.6040 0.9349 -1.8248
C 0.632579 -1.753005 -2.826615 -2.8275 -5.9944 -0.1070
C 4.098906 1.301643 1.701132 -1.2614 1.7666 -0.2246
C 0.457144 -1.529728 2.117824 3.4641 -2.9148 3.9377
C 2.497616 -1.598958 -1.153378 1.1005 -1.9344 1.6738
C -1.835488 -1.768034 1.641085 0.4708 -5.4501 2.9568
C -4.903753 -1.505544 1.667798 -0.5310 -0.7816 0.1389
C 0.769465 1.578513 -1.514930 -3.5657 0.4677 -1.1075
C -1.517671 0.768511 5.166767 -1.0734 -0.0591 -1.0431
C 0.590894 0.422128 3.973858 2.1925 0.7422 0.9876
C 4.312709 0.767080 -2.041308 -0.0022 -1.2270 -0.6360
C -0.575463 -4.895741 0.647681 1.2909 -0.5250 0.9759
C -3.379159 0.298807 1.850092 2.5653 2.2866 -0.7459
C -2.954369 -0.894372 -5.594233 -1.1962 -0.9711 -4.1552
C -1.741290 3.956634 0.770408 1.5403 3.4036 -2.6068
C 0.579305 1.299556 1.733143 0.8057 1.7904 10.7127
C 0.851183 -3.041098 -0.193197 1.9381 -3.1577 -1.1921
C -1.149619 -1.338307 -4.280181 1.4486 -1.5083 0.4960
C -0.746611 -0.124354 -1.272924 -3.0007 1.2659 0.5444
C -2.681752 2.343041 -0.756916 0.6425 -1.4022 -4.0443
C -0.719465 0.611231 0.022979 -1.5273 2.3690 -6.8754
C 1.972505 1.279438 0.536875 9.8162 -1.1442 -5.5583
C -4.280961 0.764078 -1.867783 0.2787 -0.7266 0.9197
H -1.783140 -0.272216 -1.576003 -0.0946 0.5136 -0.2403
H 0.802029 -1.186402 -1.911001 -1.2445 -1.3625 -2.4219
H -1.573817 -2.654229 2.219263 0.6230 -0.8751 -0.6167
H 6.753125 1.457386 2.266498 -0.0609 -0.3986 -0.3714
H 3.133743 -0.320669 2.834933 0.0147 -2.1984 -0.0059
H 3.459657 -1.202469 -0.828786 -0.2831 -1.3220 0.9574
H -2.031675 0.338606 6.026469 0.3786 -0.0104 0.0773
H -4.669236 -0.033401 -1.234246 -0.9960 -0.9357 -1.5521
H 1.383533 -1.424872 -3.545296 -3.5221 -3.1683 -2.1385
H -0.262433 0.586323 -3.940420 0.0534 0.5967 -1.0218
H -0.500688 -0.081640 0.835489 -2.3509 0.7766 -2.6976
H 0.187330 0.627035 0.970146 -0.5094 2.1179 6.4336
H -3.508051 0.398549 -2.543878 -0.2299 0.1652 -0.2116
H 3.670905 -1.474967 1.576646 -0.6930 -0.0118 -0.4318
H -1.450055 1.406967 0.168385 1.3296 -1.8943 0.2279
H -2.294124 -2.025121 0.686275 0.4931 -0.3002 0.4560
H 1.117156 0.604671 0.571108 8.8079 -3.1370 -0.2504
H 1.799857 2.313824 0.834100 1.7658 0.0755 -0.8200
H -1.905976 2.332554 1.245460 0.8733 -2.8763 4.3819
H -0.746643 3.515818 0.837236 -0.0380 0.4243 -0.0250
H 2.351288 1.281809 -0.485184 1.4968 -0.1737 0.3999
H -0.390836 -5.179413 1.683800 -0.1171 -0.0431 0.0958
H -1.040011 1.868886 2.581026 -3.0546 0.9879 1.4020
H -3.940589 -0.431155 -5.564283 0.4080 0.3965 0.3121
H 1.653007 1.142931 1.836708 -3.1474 -0.0566 6.1647
H 0.504547 2.386988 1.729896 -0.9377 -0.0428 -0.2620
H 1.801772 -0.762493 -1.088238 0.5744 -0.8763 1.3934
H -2.061813 0.465116 4.272358 -0.3653 0.4000 0.2404
H 3.848266 -0.012636 -1.437632 0.0001 1.1729 -0.4610
H -1.712728 4.749678 0.023170 -0.0192 -0.4043 -0.5912
H -0.388930 -1.153041 -1.228407 -0.7207 2.9725 0.3349
H -1.488536 1.854768 5.252202 -0.0002 0.0197 -0.0459
H 5.811993 2.076773 3.513877 -0.7822 -0.1554 0.0591
H -0.688132 -5.835038 0.106265 -0.1733 0.3682 -0.3306
H -4.221194 -1.955340 0.946758 -0.2597 0.6857 -0.3860
H -2.130978 3.291451 2.597755 -1.1198 -1.3794 1.3107
H -0.122884 1.455448 -5.553579 0.3779 1.1356 0.6072
H -2.525668 -1.364580 2.382017 0.8314 -0.7967 0.1327
H -2.281248 -0.522597 -6.366758 0.1891 1.2517 0.6426
H 2.613330 -1.880623 -2.199974 0.4547 -0.8152 1.4696
H -1.481408 -4.291025 0.688483 0.5178 0.4456 -0.8306
H 0.862933 -2.764592 -2.492352 -0.3603 -0.7366 -0.6337
H 4.653893 1.564410 -1.381025 -0.4287 0.4278 -0.5437
H -1.983631 4.523985 1.669005 -0.3676 -0.5210 -0.3995
H -3.105095 -1.842400 -6.110610 -0.5423 -0.6741 0.2466
H 5.165469 0.247113 -2.477811 0.2448 0.3308 -0.1166
H -4.947778 -2.253515 2.459436 -0.3063 0.1385 0.1712
H -5.904767 -1.261547 1.312072 0.1151 -0.6174 -0.3901
H -5.048222 1.402443 -2.305853 0.1150 -0.1536 -0.1688
H 0.536361 -0.058477 -5.401306 0.5453 1.1930 0.4585
H 2.802229 -2.005678 3.002994 -0.6788 -0.3954 -0.3272
H 6.558379 0.521286 3.741967 -0.5673 -0.5497 -0.2878
```
Positions in Å, forces in eV/Å.

The value obtained for the total energy is -84077.40166 eV. For the energy above the lowest of the compared OMol25 structures with the same formula, charge and spin, the calculation gives 1101.64 kcal per mole. The charge is 0. Its LUMO energy is 0.26 eV. The value obtained for the HOMO energy is -7.14 eV.

(4)
DFT (wB97M-V/def2-TZVPD) results for a 2-piece molecular cluster, C4H9N3O3 overall.

```
19
Properties=species:S:1:pos:R:3:forces:R:3
O -4.103896 0.143665 -0.313509 -0.0701 1.0217 -0.7435
O -1.341822 -1.923295 0.190728 -1.0340 -0.0474 -0.0998
O 1.759621 -2.234920 0.329157 -0.5672 -2.7449 0.7525
N -1.946920 -0.642018 -0.084133 1.6715 -0.4159 -1.0768
N 0.739631 -0.273989 0.320347 0.9246 -2.5689 0.2761
N 1.752850 -1.053132 -0.019189 0.5832 3.8299 -0.2751
C 0.867136 1.055943 0.030977 0.3880 2.9309 -0.0770
C -3.205475 -0.703692 -0.087901 -3.1955 -2.5583 2.7156
C 2.834719 -0.552394 -0.625718 0.5339 2.5780 -1.7337
C -0.425695 1.752091 0.594788 2.3523 0.0535 -5.7119
H 1.825459 1.552043 0.420125 -0.5794 -0.6330 0.2081
H -0.599696 1.673276 1.574850 -0.6106 -0.7156 3.6989
H -1.126576 1.253191 -0.074662 -0.8095 0.4236 0.8259
H -0.402629 -1.689662 0.149641 -0.0466 0.2997 0.3337
H 0.994222 1.372714 -1.090301 -0.6137 -0.6969 1.0758
H -0.269970 2.773887 0.293311 -0.3956 0.9531 0.0686
H 3.540475 -1.293903 -0.929212 0.3290 -0.2203 -0.1957
H -3.680186 -1.702733 0.486918 1.0661 1.0350 -1.2764
H 2.788759 0.492930 -1.166219 0.0737 -2.5243 1.2347
```
Positions in Å, forces in eV/Å.

The value obtained for the total energy is -14899.37028 eV. For the energy above the lowest of the compared OMol25 structures with the same formula, charge and spin, the calculation gives 8.55 kcal per mole. The charge is -2. Its LUMO energy is 6.68 eV. The value obtained for the HOMO energy is 0.49 eV.

(5)
DFT (wB97M-V/def2-TZVPD) results for a 5-piece molecular cluster, H10O5 overall.

```
15
Properties=species:S:1:pos:R:3:forces:R:3
O -0.110543 -0.312852 0.169804 -3.5950 -5.3120 1.6701
O -1.554758 2.257677 0.379540 1.0479 -2.7114 0.2298
O 1.291706 1.158132 -1.619002 1.0196 0.9844 -2.5629
O 0.217334 0.233481 2.866967 -0.1353 0.4390 0.9060
O 0.098344 -3.162067 -0.530713 -0.6562 -1.4255 4.3559
H -0.251728 -1.337724 -0.129763 0.8880 3.5934 1.0059
H 2.242327 0.950389 -1.866599 -1.7188 0.4425 0.4690
H 0.475510 0.085006 -0.388723 2.7263 1.3750 -2.6219
H 0.930830 1.669869 -2.424121 0.8765 -1.2633 1.9132
H -0.715132 -3.635164 -0.207123 1.2596 0.6244 -0.4447
H -0.111240 -0.209127 2.078104 -0.0755 0.3500 -0.3007
H -0.081473 -2.942655 -1.384058 -0.7590 0.7895 -4.0639
H -0.424123 0.920968 3.123778 0.3449 -0.5929 -0.4586
H -0.901573 1.525652 0.149727 -1.6672 -0.1390 1.3707
H -1.105481 2.798415 -0.217818 0.4440 2.8459 -1.4678
```
Positions in Å, forces in eV/Å.

The value obtained for the total energy is -10399.00616 eV. For the energy above the lowest of the compared OMol25 structures with the same formula, charge and spin, the calculation gives 42.51 kcal per mole. The charge is 0. Its LUMO energy is 0.07 eV. As for the SMILES: O.O.O.O.O. The value obtained for the HOMO energy is -10.20 eV.

Question: What is the formula in the first record?
Answer: C2H3N3OS2

What did the second record say?
DFT (wB97M-V/def2-TZVPD) results for C5H9FN as an isolated structure.

```
16
Properties=species:S:1:pos:R:3:forces:R:3
F 0.354823 -1.628080 -0.105681 0.3176 -2.5745 0.0156
N 1.731932 0.519499 0.550151 2.0353 0.6808 1.1226
C 1.247950 0.584543 -0.869684 -3.8659 -0.7284 2.1456
C -0.156781 -0.444692 0.028834 0.7556 4.1733 -0.8273
C -2.441097 -0.775732 -1.018264 1.2504 -1.4475 -1.0251
C 0.453862 0.346087 1.233663 -1.5759 -0.5451 1.7078
C -1.634736 -0.232967 -0.136673 -0.3197 1.4694 2.0588
H 1.867192 -0.003585 -1.433019 1.2266 -1.3828 -1.7715
H 0.904733 1.520874 -1.349477 0.5690 -0.2499 1.0955
H -0.114722 1.301827 1.309085 0.6736 -0.6964 0.1626
H 2.152461 -0.386117 0.813239 0.3279 0.1104 -1.2816
H -2.027916 0.428601 0.675560 0.3027 -0.2818 -0.9496
H -1.876419 -1.496921 -1.592801 -0.3930 -0.2248 -0.8184
H 2.469438 1.176684 0.891525 -1.0478 0.0934 -0.2185
H 0.560640 -0.209990 2.272119 -0.3311 1.2086 -2.0912
H -3.491361 -0.700031 -1.268578 0.0747 0.3952 0.6748
```
Positions in Å, forces in eV/Å.

The value obtained for the total energy is -9528.18489 eV. For the energy above the lowest of the compared OMol25 structures with the same formula, charge and spin, the calculation gives 56.42 kcal per mole. The charge is +1. Its LUMO energy is -3.75 eV. The value obtained for the HOMO energy is -13.99 eV.

Please write out number 1 again, unchanged.
DFT (wB97M-V/def2-TZVPD) results for the molecule C2H3N3OS2.

```
11
Properties=species:S:1:pos:R:3:forces:R:3
S -0.174570 2.269377 -1.159951 1.2792 0.2605 -0.8946
S -1.890982 0.261826 0.746398 0.1253 -0.5422 -0.9187
O -0.005266 -2.202056 1.083540 -1.5387 -0.1788 -0.4598
N -0.373000 -0.114234 0.057537 0.5939 0.4210 0.4288
N 1.604817 0.134764 -0.878258 0.5702 0.4334 -0.5049
N 1.566300 -1.128713 -0.290718 0.6667 -0.0879 0.0782
C 0.493256 0.724715 -0.661157 -1.3613 -0.1515 0.1167
C 0.444692 -1.226340 0.293437 -1.4919 0.2517 0.4329
H -1.522588 0.894686 1.852383 0.4352 0.1515 0.4283
H 0.864446 2.552793 -2.044078 -0.8618 -0.3033 0.8300
H -1.007105 -2.166818 1.000868 1.5832 -0.2544 0.4632
```
Positions in Å, forces in eV/Å.

The value obtained for the total energy is -30309.44536 eV. For the energy above the lowest of the compared OMol25 structures with the same formula, charge and spin, the calculation gives 16.27 kcal per mole. The charge is 0. Its LUMO energy is 0.14 eV. As for the SMILES: Oc1nnc(S)n1S. The value obtained for the HOMO energy is -9.05 eV.